Entry 1:
ORCA calculation (wB97M-V/def2-TZVPD) on 3 unconnected molecules or ions with the total composition C2H10O2 in a non-equilibrium geometry.

Element x y z (Å)
C: -0.54 1.20 -2.10
C: 0.92 0.83 -2.17
H: -0.89 1.31 -1.08
H: -1.21 0.45 -2.52
H: -0.76 2.05 -2.74
H: 1.19 -0.11 -2.65
H: 1.52 1.60 -2.64
H: 1.39 0.73 -1.19
H: 1.19 -1.05 5.76
H: 1.98 -0.75 6.99
O: 1.96 -1.34 6.21
H: -2.96 -1.72 -0.90
H: -1.56 -1.93 -0.40
O: -2.22 -1.26 -0.56

Spin multiplicity ... 1
E_HOMO ... -11.297 eV
Energy above the lowest of the compared OMol25 structures with the same formula, charge and spin ... 0.5056 eV
SMILES ... CC.O.O
Maximum force ... 1.3 eV/Å

Entry 2:
ORCA calculation (wB97M-V/def2-TZVPD) on a molecular structure, C33H27ClNO6V in a non-equilibrium geometry.

Element x y z (Å)
V: 0.89 -0.25 0.88
O: 0.09 1.33 1.95
C: -1.18 1.84 1.77
C: -2.08 0.83 1.03
C: -1.73 0.66 -0.42
C: -2.62 1.05 -1.41
C: -2.32 0.81 -2.73
C: -1.13 0.18 -3.05
C: -0.25 -0.16 -2.03
C: 1.08 -0.77 -2.38
C: 1.64 -1.87 -1.46
O: 2.00 -1.28 -0.26
C: 2.91 -2.41 -2.14
C: 2.84 -3.27 -3.23
C: 3.99 -3.70 -3.87
C: 5.23 -3.27 -3.42
C: 5.31 -2.42 -2.34
C: 4.15 -1.99 -1.70
C: 0.68 -3.04 -1.23
C: -0.42 -3.28 -2.03
C: -1.25 -4.38 -1.81
C: -0.97 -5.25 -0.77
C: 0.13 -5.01 0.05
C: 0.95 -3.92 -0.18
N: -0.55 0.09 -0.75
C: -1.73 2.15 3.17
C: -0.95 3.00 3.96
C: -1.35 3.34 5.24
C: -2.53 2.82 5.77
C: -3.29 1.96 5.00
C: -2.89 1.63 3.71
C: -1.18 3.13 0.94
C: -2.30 3.96 0.95
C: -2.35 5.10 0.16
C: -1.26 5.43 -0.63
C: -0.14 4.61 -0.63
C: -0.10 3.46 0.15
H: -3.13 1.12 1.09
H: -1.95 -0.14 1.52
H: -3.54 1.53 -1.12
H: -3.01 1.09 -3.52
H: -0.86 -0.04 -4.07
H: 1.83 0.03 -2.33
H: 1.03 -1.12 -3.41
H: 1.87 -3.63 -3.57
H: 3.92 -4.38 -4.71
H: 6.13 -3.61 -3.92
H: 6.27 -2.08 -1.98
H: 4.20 -1.33 -0.84
H: -0.66 -2.61 -2.85
H: -2.11 -4.54 -2.44
H: -1.61 -6.10 -0.58
H: 0.35 -5.67 0.87
H: 1.79 -3.71 0.46
H: -0.03 3.38 3.55
H: -0.73 4.00 5.84
H: -2.85 3.08 6.77
H: -4.21 1.54 5.40
H: -3.50 0.94 3.13
H: -3.15 3.71 1.57
H: -3.23 5.74 0.19
H: -1.28 6.33 -1.24
H: 0.72 4.86 -1.25
H: 0.78 2.81 0.17
O: 3.41 -1.65 2.47
Cl: 2.42 -0.58 2.58
O: 2.16 -0.06 3.91
O: 1.85 1.20 0.44
O: -0.19 -1.28 1.62

Spin multiplicity ... 2
Total charge ... -1
E_HOMO (spin up / spin down) ... -4.647 / -4.672 eV
Maximum force ... 4.4 eV/Å

Entry 3:
ORCA calculation (wB97M-V/def2-TZVPD) on a molecular structure, C27H68INO28P6 in a non-equilibrium geometry.

Element x y z (Å)
C: 5.09 -4.88 -0.16
C: 4.80 -4.10 -1.01
C: 4.01 -3.12 -1.84
N: 2.58 -3.36 -1.84
C: 1.88 -2.75 -2.98
O: 0.52 -2.57 -2.80
C: -0.31 -3.60 -3.37
C: -1.07 -4.31 -2.19
O: -2.42 -3.87 -2.14
C: -2.51 -2.58 -1.54
C: -2.35 -2.57 0.00
C: 1.93 -3.20 -0.57
O: 1.95 -4.11 0.19
O: 1.28 -2.06 -0.15
I: 2.39 -0.40 -0.17
H: 5.51 -5.61 0.51
H: 4.33 -2.10 -1.55
H: 4.36 -3.27 -2.88
H: 2.14 -3.36 -3.88
H: 2.33 -1.75 -3.19
H: -1.10 -3.08 -3.94
H: 0.23 -4.32 -4.02
H: -0.54 -4.13 -1.24
H: -1.06 -5.40 -2.39
H: -1.77 -1.85 -1.95
H: -3.50 -2.17 -1.80
H: -2.59 -1.54 0.33
H: -3.04 -3.26 0.51
H: -1.31 -2.76 0.33
C: -0.99 1.59 -3.30
O: -0.68 1.68 -1.91
P: -1.84 2.10 -0.77
O: -2.55 0.79 -0.88
O: -2.54 3.22 -1.77
C: -1.80 4.36 -2.21
O: -2.81 2.60 0.52
C: -2.54 3.89 1.10
H: -0.48 0.71 -3.69
H: -2.06 1.50 -3.48
H: -0.58 2.46 -3.81
H: -1.82 4.39 -3.30
H: -0.76 4.33 -1.87
H: -2.28 5.27 -1.83
H: -2.86 4.68 0.42
H: -1.48 4.00 1.34
H: -3.11 3.98 2.02
C: -0.78 -10.28 -6.31
O: -1.71 -9.21 -6.27
P: -1.79 -8.15 -4.98
O: -0.51 -7.42 -5.24
O: -1.55 -9.35 -3.86
C: -2.46 -10.45 -3.78
O: -2.34 -7.10 -3.78
C: -3.63 -7.37 -3.20
H: -0.38 -10.34 -7.32
H: 0.04 -10.14 -5.60
H: -1.29 -11.22 -6.10
H: -1.89 -11.38 -3.88
H: -3.21 -10.42 -4.57
H: -2.95 -10.45 -2.81
H: -3.58 -8.25 -2.55
H: -4.38 -7.52 -3.97
H: -3.91 -6.51 -2.59
C: -5.72 3.67 1.28
O: -6.85 4.50 1.05
P: -7.40 5.58 2.20
O: -6.29 6.57 2.09
O: -7.13 4.52 3.45
C: -7.77 3.25 3.47
O: -8.38 6.53 3.19
C: -9.66 6.01 3.57
H: -5.13 3.65 0.36
H: -5.10 4.04 2.09
H: -6.05 2.65 1.48
H: -7.01 2.48 3.56
H: -8.35 3.07 2.56
H: -8.42 3.19 4.34
H: -9.55 5.20 4.29
H: -10.21 5.65 2.70
H: -10.23 6.81 4.04
C: 5.03 3.02 5.67
O: 4.76 2.34 4.46
P: 3.46 1.29 4.30
O: 2.37 2.31 4.32
O: 3.70 0.65 5.81
C: 4.94 0.03 6.14
O: 2.48 -0.01 3.87
C: 3.11 -1.29 3.67
H: 5.31 4.04 5.42
H: 4.17 3.03 6.34
H: 5.89 2.55 6.17
H: 5.34 0.51 7.04
H: 5.67 0.12 5.34
H: 4.78 -1.02 6.36
H: 3.42 -1.72 4.63
H: 3.97 -1.20 3.01
H: 2.38 -1.97 3.22
C: 10.49 0.30 6.86
O: 10.12 0.54 8.21
P: 9.10 1.80 8.65
O: 7.84 1.22 8.09
O: 9.81 2.82 7.56
C: 11.20 3.12 7.65
O: 8.37 3.11 9.41
C: 9.20 4.00 10.17
H: 10.47 -0.78 6.70
H: 9.82 0.79 6.16
H: 11.52 0.64 6.70
H: 11.67 2.90 6.69
H: 11.70 2.55 8.43
H: 11.33 4.19 7.85
H: 9.81 4.61 9.50
H: 9.84 3.45 10.86
H: 8.56 4.67 10.74
C: -1.74 4.99 -7.99
O: -2.54 4.92 -6.82
P: -3.38 3.53 -6.40
O: -2.20 2.70 -6.00
O: -3.80 3.24 -7.98
C: -4.56 4.20 -8.71
O: -4.54 2.42 -5.89
C: -5.92 2.78 -6.02
H: -0.83 5.53 -7.73
H: -1.48 4.00 -8.37
H: -2.26 5.57 -8.75
H: -4.02 4.44 -9.63
H: -4.73 5.11 -8.14
H: -5.52 3.76 -8.99
H: -6.23 2.75 -7.07
H: -6.11 3.77 -5.60
H: -6.52 2.05 -5.47

Spin multiplicity ... 1
E_HOMO ... -8.676 eV
Maximum force ... 8.7 eV/Å

Entry 4:
ORCA calculation (wB97M-V/def2-TZVPD) on 2 unconnected molecules or ions with the total composition CH3NOSi in a non-equilibrium geometry.

Element x y z (Å)
C: -0.14 2.01 -3.07
N: -0.48 1.16 -0.28
O: -1.21 2.34 -3.10
Si: 0.19 -0.31 0.04
H: -0.89 1.87 0.36
H: 0.55 -1.31 0.98
H: 0.86 -0.57 -1.22

Spin multiplicity ... 1
E_HOMO ... -9.800 eV
Energy above the lowest of the compared OMol25 structures with the same formula, charge and spin ... 2.6536 eV
Maximum force ... 4.1 eV/Å

Entry 5:
ORCA calculation (wB97M-V/def2-TZVPD) on a molecular structure, C18H10AgClIN2O6.

Element x y z (Å)
Ag: -0.46 1.09 0.13
O: -5.20 0.06 -3.58
C: -4.58 -1.09 -3.40
O: -4.95 -2.10 -3.95
C: -3.44 -1.12 -2.43
C: -2.70 -2.26 -2.15
Cl: -2.80 -3.81 -2.83
N: -1.77 -1.94 -1.23
N: -1.85 -0.65 -0.90
C: -2.84 -0.13 -1.60
C: -3.11 1.36 -1.40
O: -4.07 1.85 -2.02
O: -2.34 1.98 -0.64
C: -0.76 -2.74 -0.60
C: 0.51 -2.21 -0.47
C: 1.49 -2.92 0.21
C: 1.20 -4.18 0.72
C: -0.08 -4.71 0.58
C: -1.07 -3.99 -0.07
H: -4.79 0.81 -3.01
H: 0.74 -1.22 -0.85
H: 2.47 -2.48 0.33
H: 1.96 -4.74 1.25
H: -0.32 -5.68 0.99
H: -2.07 -4.38 -0.16
I: 3.48 6.72 3.66
C: 3.18 4.86 2.74
C: 4.23 4.26 2.07
C: 4.02 3.03 1.46
C: 2.77 2.41 1.52
C: 1.74 3.03 2.20
C: 1.93 4.26 2.81
C: 2.59 1.05 0.84
O: 3.58 0.52 0.34
O: 1.42 0.53 0.92
H: 5.20 4.73 2.02
H: 4.81 2.52 0.93
H: 0.77 2.55 2.26
H: 1.12 4.75 3.34

Spin multiplicity ... 1
Total charge ... -1
E_HOMO ... -6.543 eV
Energy above the lowest of the compared OMol25 structures with the same formula, charge and spin ... 0.1021 eV
Maximum force ... 0.9 eV/Å

Entry 6:
ORCA calculation (wB97M-V/def2-TZVPD) on 2 unconnected molecules or ions with the total composition C14H27F3NO3S.

Element x y z (Å)
C: 1.93 3.19 0.37
C: 2.09 1.66 0.36
C: 0.86 0.89 -0.14
C: 0.47 -0.30 0.76
C: 0.07 0.16 2.16
C: -0.60 -1.19 0.13
N: -0.11 -1.75 -1.16
C: -1.01 -2.00 -2.04
S: -2.59 -1.56 -1.63
C: -1.92 -0.53 -0.25
C: -2.96 -0.34 0.85
C: -4.11 0.57 0.42
O: -3.81 1.87 0.92
C: -4.23 2.95 0.13
C: -3.09 3.41 -0.76
F: -2.02 3.82 -0.07
F: -2.67 2.39 -1.57
F: -3.48 4.41 -1.56
H: 2.71 3.68 -0.21
H: 0.97 3.49 -0.07
H: 1.97 3.60 1.38
H: 2.37 1.32 1.36
H: 2.93 1.40 -0.28
H: 0.00 1.57 -0.20
H: 1.05 0.55 -1.16
H: 1.34 -0.96 0.87
H: 0.94 0.46 2.73
H: -0.60 1.02 2.12
H: -0.43 -0.64 2.72
H: -0.77 -2.07 0.77
H: 0.89 -1.93 -1.28
H: -0.76 -2.46 -2.99
H: -1.70 0.43 -0.71
H: -3.34 -1.30 1.20
H: -2.48 0.15 1.69
H: -4.20 0.61 -0.67
H: -5.06 0.22 0.82
H: -5.09 2.72 -0.50
H: -4.49 3.79 0.78
C: 3.54 -3.80 -1.04
C: 4.84 -3.11 -0.71
O: 4.85 -2.73 0.66
O: 2.45 -2.95 -0.68
H: 3.46 -4.01 -2.11
H: 3.46 -4.75 -0.50
H: 4.91 -2.17 -1.27
H: 5.70 -3.73 -0.97
H: 4.99 -3.51 1.21
H: 2.73 -2.53 0.15

Spin multiplicity ... 1
Total charge ... +1
E_HOMO ... -13.302 eV
Maximum force ... 0.5 eV/Å